19
Properties=species:S:1:pos:R:3 method="wB97M-V/def2-TZVPD" smiles=CC[C@H](C)N.O homo_lumo_gap_ha=0.376 lumo_energy_ha=0.0237
O 3.794 1.824 2.660
N 0.068 0.998 -0.906
C -0.823 -0.404 1.418
C -0.806 -1.215 0.059
C -0.528 -0.926 -2.498
C -0.845 -0.136 -1.072
H -0.090 0.387 1.245
H -1.699 -1.910 0.032
H -0.600 1.607 -0.487
H -2.004 0.181 -1.149
H 0.131 -1.829 0.057
H -0.751 -0.063 -3.331
H 0.422 -1.374 -2.696
H 0.707 0.879 -0.168
H -1.750 0.143 1.467
H 3.638 2.183 3.571
H 3.131 2.283 2.151
H -0.673 -0.964 2.356
H -1.323 -1.664 -2.709